(1)
Entry from the Open Molecules 2025 dataset: C22H34IrN6O7PS2Te as an isolated structure (the ωB97M-V functional and the def2-TZVPD basis).

For the HOMO energy, the calculation gives -13.7 eV. As for the energy relative to the best compared isomer or geometry (same formula, charge and spin): 0.0 kJ/mol. The calculation puts the maximum force at 0.7 eV Å⁻¹.

```
! RIJCOSX wB97M-V def2-TZVPD def2/J DEFGRID3
* xyz 2 1
Ir -0.516 0.639 0.956
N -3.598 0.513 1.886
C -3.043 -0.702 1.781
N -1.848 -0.939 1.257
C -1.583 -2.339 1.260
C -0.467 -2.995 0.745
C -0.398 -4.374 0.821
C -1.423 -5.117 1.406
C -2.546 -4.485 1.903
C -2.608 -3.101 1.814
S -3.924 -2.082 2.324
H -3.068 1.346 1.705
H -4.521 0.623 2.269
H 0.329 -2.444 0.261
H 0.466 -4.883 0.417
H -1.348 -6.194 1.455
H -3.359 -5.053 2.337
C 2.559 4.620 -0.884
C 2.470 4.143 0.572
C 1.531 3.036 0.718
N 0.781 2.177 0.806
H 3.169 5.520 -0.921
H 1.577 4.859 -1.289
H 3.027 3.864 -1.513
H 2.131 4.939 1.237
H 3.435 3.794 0.943
C -2.482 -0.040 5.546
C -1.145 -0.720 5.384
O -0.070 0.266 5.199
P 0.338 0.854 3.816
O -0.865 1.182 2.909
Te 1.410 -0.589 2.264
O 1.247 2.071 4.146
C 1.178 2.953 5.333
C 1.919 2.370 6.509
H -3.233 -0.796 5.782
H -2.779 0.482 4.637
H -2.454 0.672 6.370
H -1.112 -1.414 4.540
H -0.851 -1.256 6.282
H 0.128 3.154 5.541
H 1.649 3.868 4.986
H 1.407 1.514 6.940
H 2.002 3.142 7.274
H 2.928 2.075 6.220
C 2.950 -3.358 -6.591
C 2.758 -1.957 -6.022
S 1.226 -1.845 -5.115
O 1.483 -2.051 -3.703
O 0.211 -2.635 -5.760
C 0.714 -0.133 -5.253
C -0.701 -0.037 -4.677
N -0.723 0.594 -3.347
C -0.838 -0.092 -2.199
N -0.787 0.750 -1.143
C -0.648 2.023 -1.670
C -0.607 1.927 -3.012
N -0.414 3.017 -3.938
O -0.239 2.741 -5.108
O -0.416 4.127 -3.451
C -1.126 -1.542 -2.173
H 3.913 -3.401 -7.095
H 2.166 -3.600 -7.305
H 2.943 -4.110 -5.803
H 2.722 -1.203 -6.810
H 3.537 -1.693 -5.307
H 0.736 0.193 -6.291
H 1.434 0.449 -4.679
H -1.129 -1.026 -4.540
H -1.353 0.515 -5.343
H -0.612 2.920 -1.080
H -1.969 -1.756 -2.833
H -1.405 -1.842 -1.174
H -0.269 -2.123 -2.522
*
```


(2)
Entry from the Open Molecules 2025 dataset: a 2-piece molecular cluster, C22H34N3O3 overall (the ωB97M-V functional and the def2-TZVPD basis).

For the HOMO energy, the calculation gives -11.8 eV. The calculation puts the maximum force at 2.0 eV Å⁻¹.

```
! RIJCOSX wB97M-V def2-TZVPD def2/J DEFGRID3
* xyz 1 1
C -7.250 0.615 4.267
C -6.090 1.398 3.580
O -6.534 2.733 3.347
C -4.924 1.396 4.572
O -3.650 1.807 4.032
C -3.223 1.116 2.970
C -3.376 -0.314 2.948
C -2.915 -0.960 1.826
C -2.302 -0.185 0.816
N -2.209 1.110 1.006
C -1.509 1.899 -0.060
C -0.093 1.305 -0.278
C 0.648 1.072 1.031
O 0.350 1.699 2.032
N 1.735 0.154 1.112
C 1.325 -1.216 0.960
C 1.304 -2.080 2.053
C 0.948 -3.418 1.941
C 0.559 -3.951 0.715
C 0.586 -3.086 -0.376
C 0.966 -1.762 -0.276
N -2.651 1.807 2.018
H -8.078 0.422 3.572
H -7.632 1.137 5.154
H -6.854 -0.360 4.600
H -5.899 0.866 2.631
H -7.475 2.648 3.152
H -5.171 2.141 5.342
H -4.880 0.439 5.115
H -3.837 -0.859 3.765
H -3.013 -2.039 1.713
H -1.915 -0.650 -0.088
H -2.070 1.838 -0.998
H -1.379 2.924 0.298
H 0.476 2.064 -0.843
H -0.142 0.430 -0.932
H 2.116 0.248 2.051
H 1.606 -1.695 3.032
H 0.982 -4.032 2.842
H 0.248 -4.988 0.606
H 0.291 -3.503 -1.342
H 1.002 -1.127 -1.161
C 5.098 1.863 -5.573
C 5.659 0.598 -4.930
C 4.653 -0.551 -4.874
C 3.403 -0.277 -4.037
C 3.667 0.095 -2.578
C 4.360 -1.011 -1.788
H 4.254 2.264 -5.008
H 5.864 2.639 -5.616
H 4.764 1.663 -6.594
H 6.030 0.830 -3.927
H 6.526 0.270 -5.508
H 5.159 -1.443 -4.494
H 4.339 -0.797 -5.893
H 2.765 -1.168 -4.067
H 2.819 0.522 -4.504
H 2.707 0.316 -2.098
H 4.257 1.013 -2.519
H 3.763 -1.926 -1.796
H 4.493 -0.704 -0.749
H 5.346 -1.241 -2.193
*
```


Energy? In order: -87717.496, -33971.126 eV.